Run A
{
  "formula": "C6H8O3S",
  "method": "the ωB97M-V functional and the def2-TZVPD basis",
  "elements": ["C", "C", "O", "O", "O", "C", "C", "C", "C", "S", "H", "H", "H", "H", "H", "H", "H", "H"],
  "coordinates": [[2.50859, -1.38752, -0.39780], [1.59561, -0.29314, 0.10064], [1.42450, -0.42109, 1.44999], [2.00730, 0.99310, -0.16846], [0.25423, -0.51760, -0.58191], [-0.93143, -0.05054, -0.18675], [-1.40560, 1.21495, -0.03083], [-2.80913, 1.23962, 0.14806], [-3.37457, 0.00888, 0.13079], [-2.20546, -1.24077, -0.07140], [2.03605, -2.34563, -0.20831], [3.43364, -1.32709, 0.17039], [2.69926, -1.27863, -1.46016], [0.96478, 0.36108, 1.78360], [2.36635, 1.06125, -1.05923], [-0.78290, 2.09015, -0.07710], [-3.37148, 2.14937, 0.25522], [-4.40974, -0.25639, 0.20325]],
  "lowdin_charge": [0.03, -0.63, 0.08, 0.08, -0.06, -0.61, -0.11, -0.20, -0.43, 1.05, 0.10, 0.10, 0.09, 0.12, 0.12, 0.11, 0.10, 0.05],
  "e_lumo_ev": 0.659,
  "smiles": "CC(O)(O)Oc1cccs1"
}

=====

Run B
{
  "formula": "C6H8O3S",
  "method": "the ωB97M-V functional and the def2-TZVPD basis",
  "elements": ["C", "C", "C", "C", "C", "C", "O", "O", "O", "S", "H", "H", "H", "H", "H", "H", "H", "H"],
  "coordinates": [[2.07958, -1.12402, -0.33295], [2.14486, 0.04271, -0.67229], [-2.72892, 0.02157, 0.06948], [3.73558, -1.05704, 1.92096], [-1.94198, -0.65012, -0.93172], [-2.66665, 1.50934, -0.35622], [3.79307, -2.21314, 2.04663], [3.93452, 0.11028, 1.93698], [-3.23811, -0.36424, 1.10736], [3.92364, 1.65500, 1.28429], [1.87984, -2.12240, -0.03032], [2.30294, 1.04841, -1.14011], [-0.85042, -0.58195, -0.71912], [-2.23428, -0.22660, -1.98813], [-2.22144, -1.73632, -0.90900], [-2.79974, 2.18392, 0.56066], [-1.71069, 1.73217, -0.75895], [-3.40181, 1.77242, -1.08756]],
  "lowdin_charge": [-0.02, -0.05, -0.52, -0.33, -0.06, -0.05, 0.24, -0.44, 0.07, 0.52, 0.04, 0.05, 0.08, 0.13, 0.10, 0.11, 0.05, 0.07],
  "e_lumo_ev": -0.089
}

=====

Which is most stable, and by how much? run A, by 0.2048 hartree.

=====

Run A
{
  "formula": "CH4N3O",
  "method": "the ωB97M-V functional and the def2-TZVPD basis",
  "elements": ["C", "N", "N", "N", "O", "H", "H", "H", "H"],
  "coordinates": [[-0.91194, 0.11947, 0.07482], [3.10239, -0.90066, 0.01792], [-0.43289, -1.11333, 0.00035], [2.19507, -0.04626, 0.05368], [2.33445, 1.18665, -0.15412], [-2.04659, 0.17145, -0.40321], [-0.33569, 0.78780, -0.63580], [-1.10017, 0.69275, 1.02741], [2.63987, -1.84782, 0.15545]],
  "lowdin_charge": [-0.45, -0.08, 0.02, -0.42, -0.27, 0.09, 0.07, 0.06, 0.00],
  "total_charge": -1,
  "e_lumo_ev": [3.956, 3.626]
}

=====

Run B
{
  "formula": "CH4N3O",
  "method": "the ωB97M-V functional and the def2-TZVPD basis",
  "elements": ["C", "N", "N", "N", "O", "H", "H", "H", "H"],
  "coordinates": [[-0.74655, -0.00462, 0.04829], [0.60950, -0.16038, -0.50079], [1.73958, -0.19928, 0.58792], [2.92451, -0.14916, 0.14347], [1.36101, -0.19905, 1.79873], [-0.96908, 0.17954, 1.12153], [-1.23404, -1.03844, 0.13979], [-1.19345, 0.75212, -0.62435], [2.87097, -0.02851, -0.89135]],
  "lowdin_charge": [-0.32, -0.13, -0.49, -0.01, -0.17, 0.03, 0.04, 0.04, 0.02],
  "total_charge": -1,
  "e_lumo_ev": [4.808, 4.808],
  "smiles": "C[N-][N+]([NH-])=O"
}

=====

Which is most stable, and by how much? run B, by 0.0766 hartree.

=====

Run A
{
  "formula": "C15H19NO",
  "method": "the ωB97M-V functional and the def2-TZVPD basis",
  "elements": ["C", "C", "C", "C", "C", "C", "C", "C", "C", "C", "C", "C", "C", "C", "N", "C", "O", "H", "H", "H", "H", "H", "H", "H", "H", "H", "H", "H", "H", "H", "H", "H", "H", "H", "H", "H"],
  "coordinates": [[-5.52980, -0.14469, -0.12334], [-4.56480, -1.23390, -0.57556], [-3.13080, -0.73264, -0.74126], [-2.49417, -0.29757, 0.58503], [-1.05551, 0.08644, 0.38789], [-0.01692, -0.78893, 0.34400], [-0.20740, -2.26727, 0.51538], [1.32949, -0.31199, 0.12599], [2.45082, -1.15129, 0.07400], [3.72133, -0.65878, -0.13843], [4.91139, -1.56854, -0.19005], [3.89424, 0.71796, -0.30830], [2.81791, 1.57094, -0.26568], [1.53320, 1.06838, -0.04928], [0.45557, 1.90706, -0.00567], [-0.84820, 1.52173, 0.20041], [-1.72964, 2.36497, 0.21974], [-5.28959, 0.19852, 0.87914], [-5.48085, 0.70725, -0.79734], [-6.55024, -0.52211, -0.11764], [-4.58095, -2.05645, 0.14446], [-4.90374, -1.63109, -1.53581], [-3.12059, 0.11729, -1.42625], [-2.52647, -1.52670, -1.18767], [-2.59446, -1.09260, 1.32576], [-3.01662, 0.58619, 0.95220], [0.13113, -2.79156, -0.37749], [0.37782, -2.62421, 1.36215], [-1.24684, -2.52224, 0.68417], [2.32384, -2.21438, 0.20317], [5.41468, -1.48001, -1.15209], [5.62791, -1.29925, 0.58506], [4.61818, -2.60513, -0.04609], [4.88636, 1.11098, -0.47508], [2.95270, 2.63488, -0.39787], [0.60729, 2.90048, -0.13497]],
  "lowdin_charge": [-0.11, -0.27, -0.20, -0.16, -0.09, -0.15, -0.03, -0.10, 0.01, -0.28, -0.05, -0.04, -0.01, -0.18, 0.17, -0.42, 0.05, 0.07, 0.08, 0.07, 0.10, 0.10, 0.12, 0.11, 0.12, 0.11, 0.10, 0.09, 0.07, 0.11, 0.08, 0.08, 0.07, 0.11, 0.11, 0.16],
  "e_lumo_ev": 0.452,
  "smiles": "CCCCc1c(C)c2cc(C)ccc2[nH]c1=O"
}

=====

Run B
{
  "formula": "C15H19NO",
  "method": "the ωB97M-V functional and the def2-TZVPD basis",
  "elements": ["C", "C", "O", "C", "C", "C", "N", "C", "C", "C", "C", "C", "C", "C", "C", "C", "C", "H", "H", "H", "H", "H", "H", "H", "H", "H", "H", "H", "H", "H", "H", "H", "H", "H", "H", "H"],
  "coordinates": [[-0.39143, 2.71142, -1.64440], [-0.22825, 2.04315, -0.27179], [-1.44516, 2.25606, 0.43231], [-0.00916, 0.60571, -0.43948], [0.09875, -0.58681, -0.50636], [0.21881, -2.02852, -0.61947], [-0.63606, -2.68624, 0.36251], [-0.51156, -4.13271, 0.34302], [-1.46070, -4.64989, -0.76030], [-2.50710, -3.53246, -0.89893], [-2.05252, -2.46438, 0.12121], [0.95919, 2.67189, 0.44826], [0.75869, 3.73017, 1.32275], [1.83486, 4.32905, 1.95322], [3.12030, 3.87731, 1.71114], [3.32555, 2.82489, 0.83456], [2.25081, 2.22408, 0.20476], [0.51037, 2.57770, -2.23546], [-0.57932, 3.77239, -1.50191], [-1.23760, 2.26897, -2.16386], [-1.40876, 1.76611, 1.26114], [1.25494, -2.31332, -0.40569], [-0.01456, -2.32020, -1.65911], [-0.84150, -4.50014, 1.31930], [0.52369, -4.43838, 0.19229], [-1.90737, -5.60165, -0.47954], [-0.91696, -4.79703, -1.69400], [-2.51095, -3.12017, -1.90811], [-3.51341, -3.88175, -0.67664], [-2.57333, -2.61009, 1.07202], [-2.22938, -1.44440, -0.21833], [-0.24642, 4.08346, 1.50308], [1.66828, 5.15195, 2.63311], [3.96094, 4.34451, 2.20286], [4.32740, 2.46997, 0.64121], [2.40891, 1.39938, -0.47537]],
  "lowdin_charge": [0.01, -0.53, 0.00, 0.05, 0.02, -0.20, -0.18, -0.19, -0.17, -0.16, -0.19, -0.17, -0.03, -0.08, -0.09, -0.08, -0.03, 0.09, 0.09, 0.09, 0.11, 0.13, 0.13, 0.12, 0.11, 0.10, 0.10, 0.10, 0.10, 0.12, 0.11, 0.12, 0.10, 0.10, 0.10, 0.11],
  "e_lumo_ev": 0.857,
  "smiles": "C[C@@](O)(C#CCN1CCCC1)c1ccccc1"
}

=====

Which is most stable, and by how much? run A, by 0.1275 hartree.

=====

Run A
{
  "formula": "C41H41F5KN3Se",
  "method": "the ωB97M-V functional and the def2-TZVPD basis",
  "elements": ["K", "C", "C", "C", "C", "C", "C", "C", "C", "C", "C", "C", "C", "C", "C", "C", "C", "C", "H", "H", "H", "H", "H", "H", "H", "H", "H", "H", "H", "H", "H", "H", "H", "H", "H", "H", "H", "H", "H", "H", "H", "H", "H", "H", "H", "H", "H", "C", "C", "N", "C", "C", "C", "C", "C", "C", "C", "N", "C", "C", "C", "C", "C", "C", "C", "C", "N", "C", "H", "H", "H", "H", "H", "H", "H", "H", "H", "H", "H", "H", "F", "C", "C", "F", "C", "F", "C", "Se", "C", "F", "C", "F"],
  "coordinates": [[-0.32214, -0.76274, 0.02312], [-1.66391, -3.52268, -0.26958], [-1.91158, -3.08749, 1.05426], [-2.76918, -1.94614, 0.95310], [-2.99013, -1.72362, -0.42732], [-2.32701, -2.69808, -1.18492], [-2.37690, -2.92292, -2.68333], [-3.29491, -1.91515, -3.37806], [-2.93170, -4.32936, -2.96844], [-0.97142, -2.81329, -3.29515], [-3.46793, -1.08825, 2.01057], [-4.33823, -1.95818, 2.93523], [-2.48804, -0.23373, 2.83562], [-4.43572, -0.08961, 1.35499], [-1.36084, -3.93157, 2.21095], [-2.34952, -5.07084, 2.53074], [-0.02429, -4.58701, 1.80141], [-1.04219, -3.17886, 3.50981], [-1.10994, -4.41117, -0.54427], [-3.60866, -0.94344, -0.84843], [-4.29940, -1.94977, -2.94919], [-3.36574, -2.14517, -4.44596], [-2.90632, -0.90344, -3.27471], [-3.94365, -4.41589, -2.56564], [-2.31266, -5.09301, -2.49401], [-2.96132, -4.52834, -4.04629], [-0.57083, -1.80805, -3.15029], [-0.99744, -3.02425, -4.37097], [-0.29206, -3.52407, -2.82049], [-3.75485, -2.69458, 3.48150], [-5.07412, -2.49706, 2.33342], [-4.87259, -1.33866, 3.66495], [-1.74866, -0.83954, 3.35147], [-3.03175, 0.35294, 3.58413], [-1.96055, 0.46842, 2.18469], [-5.17408, -0.60481, 0.73791], [-3.89977, 0.63096, 0.73448], [-4.96736, 0.46546, 2.13363], [-2.56395, -5.63631, 1.62200], [-3.29423, -4.67319, 2.90602], [-1.93469, -5.75804, 3.27872], [-0.16045, -5.34675, 1.03154], [0.42961, -5.08031, 2.66681], [0.67487, -3.83619, 1.42860], [-1.91598, -2.71975, 3.96466], [-0.29193, -2.40676, 3.32599], [-0.62541, -3.87994, 4.23978], [-1.31898, 1.65515, -4.00801], [-1.28630, 1.08344, -2.72731], [-0.18494, 0.67351, -2.14769], [0.99841, 0.87444, -2.76397], [1.08225, 1.49312, -4.04515], [-0.13571, 1.84277, -4.66756], [2.33768, 1.78780, -4.61320], [3.47055, 1.53937, -3.87342], [3.41825, 0.92672, -2.62308], [2.20679, 0.50063, -2.04941], [2.05305, -0.10948, -0.86716], [3.03276, -0.68043, -0.15103], [4.20161, -1.27562, -0.65490], [5.15952, -1.85189, 0.17858], [5.02770, -1.85055, 1.54762], [3.86245, -1.29802, 2.11924], [3.64429, -1.24225, 3.51371], [2.48405, -0.71001, 4.00372], [1.50856, -0.27018, 3.09257], [1.67140, -0.30999, 1.79354], [2.83783, -0.76266, 1.28687], [-2.26323, 1.95203, -4.44773], [-2.20374, 0.95303, -2.15922], [-0.11178, 2.29035, -5.65573], [2.39603, 2.25615, -5.58931], [4.43719, 1.83172, -4.27185], [4.33225, 0.79814, -2.06128], [4.34568, -1.29965, -1.72630], [6.04163, -2.29900, -0.26941], [5.79946, -2.27157, 2.18239], [4.40699, -1.62446, 4.18431], [2.29999, -0.63673, 5.06836], [0.56287, 0.12958, 3.44769], [1.93827, 8.72267, 2.34530], [1.67297, 7.45602, 1.96203], [1.31794, 6.49572, 2.89147], [1.24080, 6.85028, 4.19149], [1.04500, 5.20455, 2.49336], [0.70218, 4.33131, 3.45111], [1.10953, 4.77918, 1.15407], [0.76031, 3.04100, 0.61259], [1.47035, 5.79446, 0.24686], [1.55233, 5.51619, -1.05939], [1.74525, 7.08921, 0.62989], [2.08272, 8.02405, -0.28214]],
  "lowdin_charge": [0.71, -0.10, -0.20, -0.22, -0.12, -0.28, -0.55, -0.06, -0.07, -0.04, -0.53, -0.06, -0.05, -0.08, -0.52, -0.06, -0.07, -0.06, 0.09, 0.08, 0.08, 0.08, 0.05, 0.08, 0.07, 0.07, 0.07, 0.08, 0.08, 0.04, 0.09, 0.07, 0.04, 0.08, 0.08, 0.08, 0.08, 0.08, 0.08, 0.06, 0.07, 0.07, 0.07, 0.09, 0.05, 0.07, 0.08, -0.07, -0.17, 0.04, -0.16, -0.17, -0.03, -0.10, -0.12, -0.05, -0.24, 0.02, -0.24, -0.05, -0.12, -0.10, -0.17, -0.04, -0.07, -0.16, 0.06, -0.15, 0.09, 0.10, 0.10, 0.09, 0.09, 0.09, 0.09, 0.09, 0.09, 0.10, 0.09, 0.10, 0.07, -0.17, -0.17, 0.07, -0.28, 0.04, -0.65, 0.58, -0.28, 0.05, -0.17, 0.08],
  "total_charge": -2,
  "e_lumo_ev": 4.011
}

=====

Run B
{
  "formula": "C41H41F5KN3Se",
  "method": "the ωB97M-V functional and the def2-TZVPD basis",
  "elements": ["K", "C", "C", "C", "C", "C", "C", "C", "C", "C", "C", "C", "C", "C", "C", "C", "C", "C", "H", "H", "H", "H", "H", "H", "H", "H", "H", "H", "H", "H", "H", "H", "H", "H", "H", "H", "H", "H", "H", "H", "H", "H", "H", "H", "H", "H", "H", "C", "C", "N", "C", "C", "C", "C", "C", "C", "C", "N", "C", "C", "C", "C", "C", "C", "C", "C", "N", "C", "H", "H", "H", "H", "H", "H", "H", "H", "H", "H", "H", "H", "F", "C", "C", "F", "C", "F", "C", "Se", "C", "F", "C", "F"],
  "coordinates": [[-0.63280, -0.41980, -0.14391], [-2.37158, -1.98154, -2.59384], [-1.31735, -1.71465, -3.51208], [-0.13738, -2.34801, -2.97822], [-0.52006, -2.94575, -1.74468], [-1.89135, -2.73428, -1.50848], [-2.74354, -3.35529, -0.41267], [-1.87193, -4.00875, 0.66345], [-3.63872, -2.29932, 0.25628], [-3.65154, -4.43794, -1.01590], [1.30911, -2.47798, -3.48639], [2.07791, -1.14586, -3.37536], [2.08711, -3.48682, -2.62247], [1.39852, -3.03678, -4.91832], [-1.63827, -0.99269, -4.83214], [-2.95926, -0.21005, -4.70123], [-0.60890, 0.05485, -5.29127], [-1.85241, -2.02455, -5.95569], [-3.40582, -1.67883, -2.71673], [0.13410, -3.52734, -1.10531], [-1.20327, -3.28054, 1.13708], [-1.24982, -4.80412, 0.24062], [-2.50062, -4.44385, 1.44956], [-3.03287, -1.55417, 0.77717], [-4.30470, -2.75844, 0.99667], [-4.25026, -1.77794, -0.48613], [-3.04141, -5.20557, -1.50135], [-4.30828, -4.00269, -1.77562], [-4.27349, -4.91546, -0.24378], [2.16619, -0.86441, -2.32269], [1.57737, -0.33271, -3.90642], [3.09785, -1.24352, -3.77201], [2.21733, -3.14027, -1.59454], [3.09016, -3.62390, -3.04185], [1.58160, -4.45837, -2.60763], [0.97241, -2.38902, -5.67789], [0.87301, -3.99688, -4.97004], [2.44903, -3.20705, -5.18334], [-2.94374, 0.44226, -3.82504], [-3.81871, -0.87902, -4.61169], [-3.11214, 0.40910, -5.59542], [-0.55721, 0.88130, -4.57460], [-0.92063, 0.47302, -6.25809], [0.39387, -0.33663, -5.40924], [-2.64605, -2.71962, -5.66321], [-0.94964, -2.61135, -6.14035], [-2.14510, -1.53106, -6.89421], [1.12789, -1.57932, 4.20918], [0.54394, -1.43322, 2.93582], [-0.10014, -0.35526, 2.55693], [-0.18819, 0.70513, 3.41143], [0.38134, 0.66035, 4.70520], [1.03428, -0.53839, 5.08308], [0.33275, 1.79547, 5.55606], [-0.23986, 2.94351, 5.07797], [-0.81505, 3.01760, 3.79591], [-0.84662, 1.91754, 2.92274], [-1.31718, 1.88774, 1.65555], [-2.05160, 2.85968, 1.08265], [-2.96495, 3.72535, 1.69852], [-3.66383, 4.71145, 0.97695], [-3.48775, 4.90226, -0.37062], [-2.60577, 4.03435, -1.06461], [-2.35670, 4.14344, -2.45438], [-1.52137, 3.26379, -3.07721], [-0.94896, 2.22876, -2.31066], [-1.14168, 2.10089, -1.02086], [-1.93157, 3.00014, -0.37048], [1.65558, -2.49267, 4.45887], [0.63678, -2.23564, 2.20756], [1.47953, -0.60077, 6.07115], [0.77369, 1.74620, 6.54405], [-0.24818, 3.83274, 5.70210], [-1.22066, 3.95820, 3.45853], [-3.14117, 3.61873, 2.76032], [-4.36021, 5.34953, 1.51124], [-4.01028, 5.68645, -0.90902], [-2.84599, 4.93606, -3.01219], [-1.32299, 3.32352, -4.14012], [-0.32146, 1.47274, -2.78340], [5.25811, -6.68538, 4.12638], [4.94089, -5.62135, 3.36883], [5.90290, -4.71644, 2.98568], [7.17257, -4.91227, 3.38236], [5.56800, -3.62701, 2.20421], [6.58015, -2.80985, 1.88280], [4.26727, -3.36264, 1.75787], [3.83146, -1.87240, 0.69346], [3.33027, -4.31407, 2.17831], [2.04000, -4.20504, 1.82535], [3.64591, -5.40952, 2.96040], [2.69744, -6.28762, 3.32917]],
  "lowdin_charge": [0.74, -0.08, -0.15, -0.15, -0.12, -0.32, -0.57, -0.06, -0.06, -0.07, -0.53, -0.05, -0.09, -0.07, -0.52, -0.08, -0.06, -0.06, 0.09, 0.09, 0.07, 0.09, 0.08, 0.06, 0.08, 0.08, 0.08, 0.07, 0.07, 0.07, 0.05, 0.08, 0.03, 0.08, 0.08, 0.04, 0.09, 0.07, 0.08, 0.07, 0.07, 0.05, 0.08, 0.05, 0.08, 0.05, 0.07, -0.05, -0.16, 0.05, -0.15, -0.18, -0.03, -0.10, -0.13, -0.05, -0.23, 0.06, -0.24, -0.06, -0.12, -0.10, -0.18, -0.04, -0.07, -0.15, 0.05, -0.14, 0.10, 0.08, 0.11, 0.09, 0.09, 0.08, 0.09, 0.09, 0.09, 0.10, 0.10, 0.09, 0.08, -0.17, -0.17, 0.08, -0.28, 0.04, -0.62, 0.49, -0.27, 0.05, -0.17, 0.09],
  "total_charge": -2,
  "e_lumo_ev": 4.077
}

=====

Which is most stable, and by how much? run B, by 0.0091 hartree.